Arrangement a

# C3H12NO3

A 3-piece molecular cluster, C3H12NO3 overall (wB97M-V/def2-TZVPD, OMol25).

Last columns: bonded neighbours and bond lengths (Å).
Geometry (Å):
1 O -1.739 -0.258 -0.810  C2 1.237
2 C -0.654 -0.714 -1.194  O1 1.237, C3 1.556, H6 1.140
3 C 0.497 -0.704 -0.147  C2 1.556, N4 1.620, H7 1.092, H8 1.043
4 N 0.213 -0.123 1.338  C3 1.620, C5 1.483, H9 1.064, H10 1.073
5 C 0.092 -1.037 2.499  N4 1.483, H11 1.148, H12 1.132, H13 1.190
6 H -0.391 -1.187 -2.197  C2 1.140
7 H 0.928 -1.686 0.060  C3 1.092
8 H 1.135 0.017 -0.548  C3 1.043
9 H 0.905 0.670 1.495  N4 1.064
10 H -0.784 0.272 1.383  N4 1.073
11 H -0.826 -0.818 3.154  C5 1.148
12 H 0.987 -0.879 3.172  C5 1.132
13 H -0.005 -2.141 2.065  C5 1.190
14 H 0.111 3.118 1.792  O16 0.979
15 H -1.253 2.471 1.200  O16 0.906
16 O -0.389 2.351 1.446  H14 0.979, H15 0.906
17 H 1.081 -0.140 -4.752  O19 0.919
18 H -0.321 0.315 -5.338  O19 1.039
19 O 0.411 0.474 -4.618  H17 0.919, H18 1.039

Computed properties:
HOMO   -14.284 eV
Total charge   +1
HOMO-LUMO gap   11.084 eV
Multiplicity   1

---

Arrangement b

# C3H12NO3

A 3-piece molecular cluster, C3H12NO3 overall (wB97M-V/def2-TZVPD, OMol25).

Last columns: bonded neighbours and bond lengths (Å).
Geometry (Å):
1 C 0.370 0.445 -0.094  C2 1.547, N5 1.501, H6 1.083, H7 1.084
2 C 0.089 1.523 0.979  C1 1.547, C3 1.517, H8 1.103, H9 1.090
3 C -0.753 1.019 2.137  C2 1.517, O4 1.199, H10 1.104
4 O -1.523 0.111 1.998  C3 1.199
5 N 1.540 0.762 -0.981  C1 1.501, H11 1.036, H12 1.014, H13 1.014
6 H -0.592 0.339 -0.578  C1 1.083
7 H 0.677 -0.458 0.420  C1 1.084
8 H -0.562 2.270 0.494  C2 1.103
9 H 1.013 2.031 1.255  C2 1.090
10 H -0.523 1.503 3.102  C3 1.104
11 H 1.769 -0.200 -1.290  N5 1.036
12 H 2.389 1.154 -0.589  N5 1.014
13 H 1.238 1.286 -1.795  N5 1.014
14 H -2.796 -1.996 -0.865  O16 0.981
15 H -2.325 -1.252 0.401  O16 0.952
16 O -2.052 -1.486 -0.480  H14 0.981, H15 0.952
17 H 1.260 -2.857 -1.299  O19 0.959
18 H -0.081 -2.206 -1.428  O19 0.970
19 O 0.864 -1.989 -1.387  H17 0.959, H18 0.970

Computed properties:
HOMO   -13.906 eV
Total charge   +1
HOMO-LUMO gap   10.532 eV
Multiplicity   1

---

Arrangement c

# C3H12NO3

A 2-piece molecular cluster, C3H12NO3 overall (wB97M-V/def2-TZVPD, OMol25).

Last columns: bonded neighbours and bond lengths (Å).
Geometry (Å):
1 C -0.187 -1.723 0.665  O2 1.393, C3 1.553, H7 1.091, H8 1.096
2 O -1.105 -0.970 1.394  C1 1.393, H9 0.955
3 C 0.357 -0.824 -0.478  C1 1.553, C4 1.507, N6 1.536, H10 1.086
4 C -0.807 -0.055 -1.050  C3 1.507, O5 1.435, H11 1.092, H12 1.085
5 O -0.281 0.857 -2.025  C4 1.435, H13 0.963
6 N 1.436 0.100 0.104  C3 1.536, H14 1.017, H15 1.055, H16 1.009
7 H -0.591 -2.644 0.241  C1 1.091
8 H 0.658 -2.058 1.278  C1 1.096
9 H -0.955 -1.056 2.333  O2 0.955
10 H 0.824 -1.389 -1.280  C3 1.086
11 H -1.415 -0.789 -1.583  C4 1.092
12 H -1.417 0.484 -0.333  C4 1.085
13 H -1.012 1.349 -2.414  O5 0.963
14 H 2.190 0.250 -0.563  N6 1.017
15 H 1.026 1.040 0.352  N6 1.055
16 H 1.758 -0.361 0.942  N6 1.009
17 H -0.696 2.059 1.044  O19 0.965
18 H 0.038 3.298 0.484  O19 0.966
19 O 0.180 2.432 0.887  H17 0.965, H18 0.966

Computed properties:
HOMO   -14.619 eV
Total charge   +1
HOMO-LUMO gap   11.503 eV
Multiplicity   1

---

Arrangement d

# C3H12NO3

A 3-piece molecular cluster, C3H12NO3 overall (wB97M-V/def2-TZVPD, OMol25).

Last columns: bonded neighbours and bond lengths (Å).
Geometry (Å):
1 O 0.243 -0.458 -2.239  C2 1.255
2 C 0.546 -1.167 -1.248  O1 1.255, C3 1.489, H6 1.088
3 C 0.633 -0.438 0.047  C2 1.489, C4 1.556, N5 1.530, H7 1.105
4 C 2.128 -0.039 0.213  C3 1.556, H8 1.108, H9 1.116, H10 1.116
5 N -0.190 0.846 -0.067  C3 1.530, H11 1.101, H12 1.104, H13 1.017
6 H 0.817 -2.215 -1.359  C2 1.088
7 H 0.304 -1.046 0.909  C3 1.105
8 H 2.491 0.590 -0.623  C4 1.108
9 H 2.741 -0.934 0.477  C4 1.116
10 H 2.194 0.661 1.079  C4 1.116
11 H -1.123 0.472 -0.515  N5 1.101
12 H 0.311 1.613 -0.683  N5 1.104
13 H -0.430 1.241 0.839  N5 1.017
14 H 0.504 2.047 3.466  O16 0.925
15 H -0.779 1.339 3.805  O16 0.970
16 O 0.015 1.292 3.250  H14 0.925, H15 0.970
17 H -3.170 -0.391 -1.683  O19 0.954
18 H -3.058 -0.913 -0.131  O19 0.909
19 O -2.672 -0.649 -0.910  H17 0.954, H18 0.909

Computed properties:
HOMO   -14.365 eV
Total charge   +1
HOMO-LUMO gap   11.119 eV
Multiplicity   1

---

The structure with the greatest stability is arrangement c.

---

Arrangement a

# C5H10NO3

An isolated ion of composition C5H10NO3 and charge -1 (wB97M-V/def2-TZVPD, OMol25).

Last columns: bonded neighbours and bond lengths (Å).
Geometry (Å):
1 C -1.693 -0.538 0.350  C2 1.519, H10 1.109, H11 1.080, H12 1.137
2 C -0.426 0.285 0.502  C1 1.519, C3 1.581, C4 1.492, H13 1.154
3 C -0.755 1.798 0.181  C2 1.581, H14 1.039, H15 1.078, H16 1.023
4 C 0.743 -0.269 -0.243  C2 1.492, O5 1.734, C6 1.469, N8 1.501
5 O 0.801 0.027 -1.950  C4 1.734, H17 1.008
6 C 2.050 0.325 0.067  C4 1.469, O7 1.190, H18 1.162
7 O 2.245 1.002 1.027  C6 1.190
8 N 0.795 -1.769 -0.211  C4 1.501, O9 1.389, H19 0.969
9 O 0.353 -2.547 0.851  N8 1.389
10 H -2.625 -0.046 0.695  C1 1.109
11 H -1.851 -0.877 -0.663  C1 1.080
12 H -1.654 -1.518 0.926  C1 1.137
13 H -0.134 0.330 1.617  C2 1.154
14 H -1.557 2.215 0.691  C3 1.039
15 H -1.057 1.897 -0.849  C3 1.078
16 H 0.024 2.435 0.367  C3 1.023
17 H 0.143 -0.682 -2.232  O5 1.008
18 H 2.956 0.061 -0.611  C6 1.162
19 H 1.641 -2.129 -0.516  N8 0.969

Computed properties:
HOMO (alpha / beta)   -2.132 / -2.131 eV
Total charge   -1
HOMO-LUMO gap (alpha / beta)   6.013 / 6.012 eV
Multiplicity   1

---

Arrangement b

# C5H10NO3

A 2-piece molecular cluster, C5H10NO3 overall (wB97M-V/def2-TZVPD, OMol25).

Last columns: bonded neighbours and bond lengths (Å).
Geometry (Å):
1 C 1.296 -0.454 1.559  C2 1.534, C3 1.550, H6 1.101, H7 1.105
2 C 1.750 -0.596 0.100  C1 1.534, H8 1.088, H11 1.095, H12 1.099
3 C 1.042 1.005 2.016  C1 1.550, O4 1.243, N5 1.319
4 O 1.601 1.272 3.093  C3 1.243
5 N 0.259 1.779 1.289  C3 1.319, H9 1.008, H10 1.038
6 H 0.305 -0.891 1.759  C1 1.101
7 H 2.129 -0.783 2.206  C1 1.105
8 H 2.476 0.190 -0.098  C2 1.088
9 H -0.114 2.688 1.512  N5 1.008
10 H -0.187 1.477 0.401  N5 1.038
11 H 0.852 -0.420 -0.501  C2 1.095
12 H 2.190 -1.588 -0.077  C2 1.099
13 C -2.333 -1.070 -1.980  C14 1.549, H17 1.095, H18 1.110, H19 1.086
14 C -1.498 0.223 -1.810  C13 1.549, O15 1.274, O16 1.235
15 O -1.138 0.381 -0.598  C14 1.274
16 O -1.149 0.908 -2.776  C14 1.235
17 H -1.679 -1.948 -1.992  C13 1.095
18 H -2.807 -1.079 -2.983  C13 1.110
19 H -2.997 -1.095 -1.121  C13 1.086

Computed properties:
HOMO   -4.858 eV
Total charge   -1
HOMO-LUMO gap   8.778 eV
Multiplicity   1

---

The structure with the greatest stability is arrangement b.

---

Arrangement a

# C16H26N2O3

An isolated molecule of C16H26N2O3 (wB97M-V/def2-TZVPD, OMol25).

Last columns: bonded neighbours and bond lengths (Å).
Geometry (Å):
1 C -5.746 -0.289 -0.953  C2 1.526, H22 1.086, H23 1.088, H24 1.087
2 C -4.502 -1.055 -0.513  C1 1.526, C3 1.526, C4 1.531, H25 1.095
3 C -4.878 -2.268 0.333  C2 1.526, H26 1.088, H27 1.087, H28 1.088
4 C -3.561 -0.133 0.267  C2 1.531, O5 1.413, H29 1.100, H30 1.101
5 O -3.081 0.869 -0.606  C4 1.413, C6 1.403
6 C -2.419 1.934 0.023  O5 1.403, C7 1.538, H31 1.099, H32 1.093
7 C -1.004 1.589 0.519  C6 1.538, O8 1.405, C9 1.542, H33 1.102
8 O -0.467 2.763 1.072  C7 1.405, H34 0.972
9 C -0.160 1.035 -0.646  C7 1.542, C10 1.536, H35 1.091, H36 1.091
10 C 1.338 0.983 -0.311  C9 1.536, C11 1.537, C18 1.519, H37 1.095
11 C 2.141 0.283 -1.419  C10 1.537, C12 1.505, H38 1.093, H39 1.093
12 C 3.563 0.032 -0.994  C11 1.505, C13 1.390, C17 1.389
13 C 4.402 1.097 -0.690  C12 1.390, C14 1.383, H40 1.080
14 C 5.698 0.875 -0.262  C13 1.383, C15 1.385, H41 1.080
15 C 6.177 -0.418 -0.134  C14 1.385, C16 1.383, H42 1.080
16 C 5.355 -1.486 -0.447  C15 1.383, C17 1.384, H43 1.080
17 C 4.057 -1.260 -0.872  C12 1.389, C16 1.384, H44 1.082
18 C 1.524 0.362 1.062  C10 1.519, O19 1.224, N20 1.343
19 O 1.580 1.041 2.079  C18 1.224
20 N 1.565 -0.979 1.114  C18 1.343, N21 1.409, H45 1.007
21 N 1.632 -1.682 2.333  N20 1.409, H46 1.022, H47 1.022
22 H -5.453 0.595 -1.513  C1 1.086
23 H -6.325 0.023 -0.086  C1 1.088
24 H -6.375 -0.912 -1.584  C1 1.087
25 H -3.964 -1.388 -1.406  C2 1.095
26 H -3.993 -2.833 0.618  C3 1.088
27 H -5.540 -2.924 -0.225  C3 1.087
28 H -5.390 -1.952 1.239  C3 1.088
29 H -4.098 0.329 1.109  C4 1.100
30 H -2.726 -0.721 0.679  C4 1.101
31 H -3.002 2.315 0.873  C6 1.099
32 H -2.338 2.725 -0.725  C6 1.093
33 H -1.080 0.814 1.299  C7 1.102
34 H 0.313 2.513 1.597  O8 0.972
35 H -0.301 1.675 -1.519  C9 1.091
36 H -0.533 0.040 -0.894  C9 1.091
37 H 1.694 2.014 -0.215  C10 1.095
38 H 2.130 0.928 -2.301  C11 1.093
39 H 1.662 -0.658 -1.701  C11 1.093
40 H 4.039 2.109 -0.791  C13 1.080
41 H 6.336 1.714 -0.026  C14 1.080
42 H 7.188 -0.592 0.203  C15 1.080
43 H 5.723 -2.498 -0.358  C16 1.080
44 H 3.428 -2.104 -1.122  C17 1.082
45 H 1.456 -1.558 0.298  N20 1.007
46 H 1.329 -1.030 3.058  N21 1.022
47 H 2.606 -1.918 2.536  N21 1.022

Computed properties:
HOMO   -9.247 eV
Total charge   0
HOMO-LUMO gap   9.934 eV
Multiplicity   1

---

Arrangement b

# C16H26N2O3

An isolated molecule of C16H26N2O3 (wB97M-V/def2-TZVPD, OMol25).

Last columns: bonded neighbours and bond lengths (Å).
Geometry (Å):
1 C -5.869 -0.670 0.993  C2 1.526, H22 1.088, H23 1.088, H24 1.087
2 C -4.728 0.199 0.473  C1 1.526, C3 1.526, C4 1.535, H25 1.095
3 C -5.263 1.452 -0.216  C2 1.526, H26 1.087, H27 1.087, H28 1.088
4 C -3.862 -0.612 -0.502  C2 1.535, O5 1.411, H29 1.101, H30 1.094
5 O -2.765 0.098 -1.033  C4 1.411, C6 1.414
6 C -1.708 0.326 -0.122  O5 1.414, C7 1.533, H31 1.097, H32 1.098
7 C -0.498 0.746 -0.964  C6 1.533, O8 1.411, C9 1.533, H33 1.104
8 O -0.169 -0.288 -1.867  C7 1.411, H34 0.966
9 C 0.739 1.107 -0.135  C7 1.533, C10 1.532, H35 1.092, H36 1.091
10 C 1.081 0.103 0.971  C9 1.532, C11 1.547, C18 1.523, H37 1.095
11 C 2.388 0.474 1.710  C10 1.547, C12 1.501, H38 1.092, H39 1.093
12 C 3.617 0.489 0.848  C11 1.501, C13 1.391, C17 1.390
13 C 4.413 -0.645 0.731  C12 1.391, C14 1.383, H40 1.080
14 C 5.537 -0.640 -0.076  C13 1.383, C15 1.385, H41 1.080
15 C 5.885 0.504 -0.775  C14 1.385, C16 1.384, H42 1.080
16 C 5.110 1.644 -0.652  C15 1.384, C17 1.384, H43 1.080
17 C 3.987 1.637 0.156  C12 1.390, C16 1.384, H44 1.081
18 C 1.107 -1.335 0.470  C10 1.523, O19 1.221, N20 1.343
19 O 0.451 -2.218 1.000  C18 1.221
20 N 1.936 -1.590 -0.555  C18 1.343, N21 1.409, H45 1.006
21 N 2.040 -2.875 -1.122  N20 1.409, H46 1.023, H47 1.022
22 H -5.482 -1.548 1.505  C1 1.088
23 H -6.499 -1.000 0.171  C1 1.088
24 H -6.482 -0.107 1.692  C1 1.087
25 H -4.105 0.500 1.322  C2 1.095
26 H -4.443 2.025 -0.642  C3 1.087
27 H -5.800 2.079 0.491  C3 1.087
28 H -5.942 1.177 -1.021  C3 1.088
29 H -3.506 -1.527 -0.005  C4 1.101
30 H -4.461 -0.892 -1.373  C4 1.094
31 H -1.487 -0.601 0.424  C6 1.097
32 H -1.959 1.119 0.595  C6 1.098
33 H -0.796 1.637 -1.544  C7 1.104
34 H -1.007 -0.602 -2.231  O8 0.966
35 H 0.571 2.084 0.324  C9 1.092
36 H 1.573 1.201 -0.832  C9 1.091
37 H 0.286 0.131 1.724  C10 1.095
38 H 2.524 -0.245 2.521  C11 1.092
39 H 2.246 1.462 2.153  C11 1.093
40 H 4.149 -1.539 1.275  C13 1.080
41 H 6.143 -1.530 -0.158  C14 1.080
42 H 6.761 0.509 -1.406  C15 1.080
43 H 5.383 2.544 -1.184  C16 1.080
44 H 3.398 2.537 0.260  C17 1.081
45 H 2.415 -0.863 -1.061  N20 1.006
46 H 1.404 -2.939 -1.921  N21 1.023
47 H 1.687 -3.518 -0.411  N21 1.022

Computed properties:
HOMO   -8.683 eV
Total charge   0
HOMO-LUMO gap   9.465 eV
Multiplicity   1

---

The structure with the greatest stability is arrangement a.

---

Arrangement a

# C4H5NO2S

An isolated molecule of C4H5NO2S (wB97M-V/def2-TZVPD, OMol25).

Last columns: bonded neighbours and bond lengths (Å).
Geometry (Å):
1 C 2.795 -1.029 0.003  C2 1.326, H9 1.082, H10 1.086
2 C 1.847 -0.102 -0.001  C1 1.326, O3 1.391, H11 1.082
3 O 0.520 -0.516 0.017  C2 1.391, C4 1.327
4 C -0.421 0.420 -0.006  O3 1.327, O5 1.212, C6 1.523
5 O -0.208 1.613 -0.013  C4 1.212
6 C -1.837 -0.140 0.000  C4 1.523, N7 1.340, S8 1.632
7 N -2.728 0.861 0.018  C6 1.340, H12 1.004, H13 1.009
8 S -2.210 -1.729 -0.005  C6 1.632
9 H 3.836 -0.733 -0.006  C1 1.082
10 H 2.532 -2.083 0.006  C1 1.086
11 H 1.983 0.971 -0.019  C2 1.082
12 H -3.709 0.650 -0.018  N7 1.004
13 H -2.402 1.816 0.022  N7 1.009

Computed properties:
HOMO   -8.787 eV
Total charge   0
HOMO-LUMO gap   8.308 eV
Multiplicity   1

---

Arrangement b

# C4H5NO2S

A 2-piece molecular cluster, C4H5NO2S overall (wB97M-V/def2-TZVPD, OMol25).

Last columns: bonded neighbours and bond lengths (Å).
Geometry (Å):
1 O -2.460 1.960 -1.246  C2 1.306, H5 0.968
2 C -1.282 1.753 -0.721  O1 1.306, C3 1.289, S4 1.773
3 C -0.548 1.622 0.330  C2 1.289, S4 1.903, H6 1.071
4 S 0.376 2.033 -1.283  C2 1.773, C3 1.903
5 H -3.019 1.170 -1.244  O1 0.968
6 H -0.210 0.797 0.922  C3 1.071
7 N 2.354 -0.800 -0.170  C8 1.338, H11 0.997, H12 1.041
8 C 1.204 -1.176 0.400  N7 1.338, C9 1.208
9 C 0.176 -1.656 0.816  C8 1.208, O10 1.364
10 O -0.926 -2.030 1.527  C9 1.364, H13 0.931
11 H 2.847 -0.241 0.492  N7 0.997
12 H 2.318 -0.497 -1.165  N7 1.041
13 H -0.830 -2.937 1.341  O10 0.931

Computed properties:
HOMO   -7.688 eV
Total charge   0
HOMO-LUMO gap   8.000 eV
Multiplicity   1

---

The structure with the greatest stability is arrangement a.